The following is a quantum chemistry calculation of a 2-piece molecular cluster, C5H12ClFS overall in a non-equilibrium geometry, from the OMol25 dataset.

```
20
C5H12ClFS wB97M-V/def2-TZVPD
Cl -1.198 -0.028 1.408
S 1.193 1.513 -0.429
F -3.085 -0.666 -0.989
C 0.985 -1.249 -0.703
C -2.202 1.041 0.396
C 2.955 -0.369 0.619
C -3.438 0.338 -0.114
C 1.491 -0.162 0.241
H 1.979 1.379 -1.511
H 3.299 0.399 1.318
H 3.594 -0.328 -0.272
H 1.111 -2.238 -0.246
H 3.092 -1.353 1.083
H -4.067 1.062 -0.646
H -2.482 1.902 1.005
H -1.584 1.377 -0.441
H 0.886 -0.173 1.153
H -4.010 -0.098 0.712
H 1.552 -1.240 -1.642
H -0.073 -1.107 -0.942
```

Summary:
* calculated total energy: -1155.93306 Eh
* SMILES string: CC(C)S.FCCCl
* maximum force: 1.413 eV/A
* HOMO: -8.97 eV
* energy relative to the best compared isomer or geometry (same formula, charge and spin): 0.00 kcal/mol

The following is a quantum chemistry calculation of a 2-piece molecular cluster, C5H12ClP overall in a non-equilibrium geometry, from the OMol25 dataset.

```
19
C5H12ClP wB97M-V/def2-TZVPD
Cl -4.698 -0.554 -0.027
P -5.937 0.971 -0.023
C 0.091 0.850 -0.804
C 0.191 -1.527 -0.514
C 1.617 -0.045 0.947
C 0.228 -0.192 0.197
C -0.940 -0.153 1.042
H 1.697 -0.968 1.439
H -0.059 1.795 -0.298
H -1.031 0.330 2.063
H -0.717 0.660 -1.504
H 1.664 0.669 1.769
H 1.081 1.033 -1.408
H 1.209 -1.645 -0.905
H 2.475 0.309 0.389
H -5.879 1.123 1.408
H -0.693 -1.453 -1.142
H -0.053 -2.386 0.124
H -1.805 -0.590 0.702
```

Summary:
* calculated total energy: -999.11269 Eh
* maximum force: 4.134 eV/A
* HOMO (alpha / beta): -8.54 / -7.85 eV
* energy relative to the best compared isomer or geometry (same formula, charge and spin): 107.18 kcal/mol

The following is a quantum chemistry calculation of an isolated ion of composition C5H12IN2 and charge +1 in a non-equilibrium geometry, from the OMol25 dataset.

```
20
C5H12IN2 wB97M-V/def2-TZVPD
I 4.421 -0.079 0.125
N 2.531 0.277 0.477
N 1.743 0.257 -1.775
C -0.890 1.456 -0.171
C 1.328 0.254 -0.561
C -0.708 -1.004 -0.818
C -0.086 0.160 -0.028
C -0.157 -0.263 1.442
H -1.701 -1.211 -0.609
H 2.725 0.256 -1.826
H 0.146 0.504 2.243
H 0.619 -0.992 1.539
H -0.165 -1.832 -0.520
H -0.581 -0.855 -1.850
H 2.000 0.068 1.322
H -0.576 2.310 0.478
H -1.897 1.144 0.150
H -0.789 1.798 -1.201
H -1.147 -0.616 1.699
H 1.055 0.297 -2.506
```

Summary:
* calculated total energy: -604.61004 Eh
* SMILES string: CC(C)(C)C(=[NH2+])NI
* maximum force: 7.565 eV/A
* charge: +1
* HOMO: -13.32 eV
* energy relative to the best compared isomer or geometry (same formula, charge and spin): 43.41 kcal/mol

The following is a quantum chemistry calculation of C5H12MgNiO3 as an isolated structure in a non-equilibrium geometry, from the OMol25 dataset.

```
22
C5H12MgNiO3 wB97M-V/def2-TZVPD
Ni 0.916 0.734 -0.535
Mg 4.179 0.831 -0.033
O -0.932 1.461 -0.498
O 0.746 -1.253 -0.422
O 2.299 1.139 0.583
C -1.838 2.221 -1.266
C -1.456 0.808 0.696
C -0.193 -1.374 0.688
C -0.333 0.001 1.289
C 1.443 -2.413 -0.822
H 2.450 -2.094 -1.120
H 0.838 -2.927 -1.583
H 1.606 -3.124 0.002
H -2.567 1.551 -1.745
H -2.359 2.952 -0.630
H -2.323 0.214 0.354
H -1.807 1.599 1.375
H 1.831 0.857 1.634
H -1.251 2.738 -2.032
H -0.360 -0.014 2.382
H 0.207 -2.076 1.435
H -1.096 -1.831 0.246
```

Summary:
* calculated total energy: -2131.64944 Eh
* ⟨S²⟩: 2.012
* 2S+1: 3
* maximum force: 5.229 eV/A
* HOMO (alpha / beta): -5.16 / -5.14 eV

The following is a quantum chemistry calculation of an isolated ion of composition C5H12N and charge +1 in a non-equilibrium geometry, from the OMol25 dataset.

```
18
C5H12N wB97M-V/def2-TZVPD
N 1.156 0.825 1.166
C 0.248 0.592 -1.254
C -1.263 -1.930 0.853
C 0.382 1.604 -0.134
C -0.896 -0.343 -0.905
C -0.436 -1.407 -0.075
H 1.203 0.151 -1.189
H 2.187 0.584 0.715
H -1.227 -0.966 -1.792
H -0.435 1.998 0.407
H -0.863 -2.698 1.466
H 0.805 -0.009 1.624
H -2.157 -1.708 1.377
H 0.413 -1.925 -0.470
H 0.382 1.034 -2.291
H 1.188 1.664 1.755
H -1.800 0.167 -0.707
H 1.114 2.368 -0.547
```

Summary:
* calculated total energy: -252.11397 Eh
* SMILES string: C=CCCC[NH3+]
* maximum force: 5.332 eV/A
* charge: +1
* HOMO: -13.29 eV
* energy relative to the best compared isomer or geometry (same formula, charge and spin): 73.52 kcal/mol

The following is a quantum chemistry calculation of an isolated ion of composition C5H12N and charge +1 in a non-equilibrium geometry, from the OMol25 dataset.

```
18
C5H12N wB97M-V/def2-TZVPD
N -0.582 0.639 1.369
C 1.996 -0.913 0.235
C -1.483 -0.594 -0.673
C -0.294 -0.014 0.069
C -1.869 0.688 -1.344
C 1.092 0.145 -0.425
H 3.039 -0.695 0.028
H -1.381 0.973 -2.251
H -0.513 -0.056 2.131
H -2.460 1.423 -0.834
H 1.494 1.141 -0.202
H -2.237 -1.022 -0.016
H 1.125 0.010 -1.505
H -1.172 -1.358 -1.379
H -1.533 1.029 1.392
H 0.103 1.389 1.552
H 1.850 -0.921 1.314
H 1.772 -1.902 -0.150
```

Summary:
* calculated total energy: -252.10353 Eh
* maximum force: 3.076 eV/A
* charge: +1
* HOMO (alpha / beta): -12.58 / -12.58 eV
* energy relative to the best compared isomer or geometry (same formula, charge and spin): 80.07 kcal/mol